1.
Entry from the Open Molecules 2025 dataset: C15H24Cl3N6O4PtSSeSi as an isolated structure (wB97M-V/def2-TZVPD).

Results
LUMO energy (alpha / beta) ... -2.40 / -5.24 eV
Relative energy (zero: lowest compared OMol25 entry of this formula, charge and spin) ... 0.218 eV
2S+1 ... 5
Frontier orbital gap (alpha / beta) ... 0.271 / 0.223 hartree
Charge ... +1
<S²> ... 6.02

Geometry (Å):
Pt  0.03  0.14  0.82
C  4.99  -2.22  -0.41
O  3.61  -2.17  -0.79
C  2.74  -1.39  -0.16
O  1.61  -1.30  -0.59
N  3.20  -0.73  0.94
N  2.33  0.06  1.70
H  5.47  -2.85  -1.14
H  5.11  -2.67  0.58
H  5.44  -1.23  -0.44
H  4.14  -0.87  1.29
H  2.68  1.01  1.78
H  2.17  -0.37  2.60
O  -4.32  1.34  0.80
N  -4.10  0.87  1.85
O  -3.20  0.22  2.30
C  2.43  -5.36  2.54
C  1.90  -4.25  3.43
C  0.80  -3.47  2.78
N  0.85  -2.22  2.53
N  -0.27  -1.74  1.90
C  -1.18  -2.66  1.71
N  -2.36  -2.43  1.11
S  -0.69  -4.21  2.27
H  3.23  -5.90  3.04
H  2.83  -4.96  1.60
H  1.66  -6.09  2.29
H  2.68  -3.53  3.68
H  1.53  -4.66  4.38
H  -2.69  -1.47  1.15
H  -3.07  -3.15  1.12
C  -2.13  5.33  -3.92
C  -1.94  4.00  -3.25
C  -0.70  3.60  -2.77
C  -0.51  2.38  -2.14
C  0.86  2.01  -1.68
C  -1.62  1.53  -1.99
Se  -1.44  -0.17  -1.18
C  -2.88  1.88  -2.50
C  -4.10  1.00  -2.43
C  -3.02  3.13  -3.10
H  -1.22  5.92  -3.89
H  -2.93  5.89  -3.44
H  -2.41  5.19  -4.97
H  0.15  4.26  -2.89
H  1.54  2.86  -1.75
H  1.28  1.18  -2.25
H  0.87  1.70  -0.62
H  -3.95  0.11  -1.83
H  -4.40  0.68  -3.43
H  -4.94  1.55  -2.00
H  -3.99  3.42  -3.47
Cl  -1.13  2.00  3.86
Si  -0.47  2.14  1.92
Cl  -1.77  3.41  0.96
Cl  1.31  3.24  2.08

***

2.
Entry from the Open Molecules 2025 dataset: C15H24ClNaO19 as an isolated structure (wB97M-V/def2-TZVPD).

Results
LUMO energy ... 0.09 eV
Relative energy (zero: lowest compared OMol25 entry of this formula, charge and spin) ... 0.000 eV
Frontier orbital gap ... 0.316 hartree

Geometry (Å):
Na  -0.59  0.30  -0.04
Cl  -3.73  0.79  -0.92
O  -4.25  2.13  -0.87
O  -3.35  0.34  0.41
O  -4.68  -0.12  -1.50
O  -2.52  0.80  -1.73
C  -1.09  -5.10  -0.18
C  -2.60  -4.93  -0.09
O  -2.74  -3.55  0.19
C  -1.57  -3.07  0.68
O  -1.41  -1.98  1.11
O  -0.61  -4.03  0.62
H  -0.71  -5.00  -1.20
H  -0.74  -6.05  0.21
H  -3.03  -5.53  0.72
H  -3.13  -5.19  -1.01
C  0.90  -2.63  -4.78
C  1.28  -3.78  -3.82
O  0.93  -3.28  -2.53
C  0.45  -2.02  -2.64
O  0.06  -1.37  -1.73
O  0.48  -1.59  -3.92
H  0.12  -2.90  -5.48
H  1.78  -2.32  -5.35
H  2.35  -4.01  -3.86
H  0.75  -4.72  -4.00
C  -0.24  3.11  5.39
C  0.62  4.11  4.61
O  0.51  3.66  3.25
C  -0.07  2.44  3.21
O  -0.19  1.76  2.24
O  -0.50  2.07  4.43
H  -1.19  3.54  5.68
H  0.24  2.65  6.25
H  1.68  4.06  4.87
H  0.27  5.13  4.67
C  3.38  -0.01  -0.87
O  3.59  -0.88  0.25
C  2.55  -1.00  1.06
O  1.49  -0.45  0.94
O  2.87  -1.82  2.06
C  1.79  -2.11  2.94
H  2.78  0.84  -0.56
H  2.88  -0.55  -1.67
H  4.37  0.28  -1.21
H  0.89  -2.38  2.39
H  1.53  -1.25  3.56
H  2.11  -2.95  3.56
C  -0.92  3.20  -2.99
O  -0.46  3.99  -1.87
C  0.13  3.32  -0.90
O  0.40  2.14  -0.94
O  0.42  4.07  0.15
C  0.01  5.43  0.22
H  -1.76  2.59  -2.68
H  -0.12  2.57  -3.37
H  -1.18  3.93  -3.75
H  0.78  6.07  -0.21
H  -0.06  5.67  1.28
H  -0.95  5.60  -0.27

***

3.
Entry from the Open Molecules 2025 dataset: C15H24F6NO7PSSc as an isolated structure in a non-equilibrium geometry (wB97M-V/def2-TZVPD).

Results
LUMO energy (alpha / beta) ... -6.06 / -11.07 eV
Relative energy (zero: lowest compared OMol25 entry of this formula, charge and spin) ... 0.439 eV
2S+1 ... 2
Frontier orbital gap (alpha / beta) ... 0.322 / 0.138 hartree
Charge ... +2
<S²> ... 0.75

Geometry (Å):
Sc  -0.17  0.70  -0.66
C  2.97  -0.16  -1.11
O  1.98  0.87  -1.30
C  2.60  2.19  -1.27
C  1.54  3.16  -1.67
O  0.43  2.92  -0.81
C  -0.10  4.09  -0.14
H  3.71  -0.10  -1.91
H  2.47  -1.12  -1.13
H  3.45  -0.03  -0.14
H  3.44  2.20  -1.96
H  2.95  2.37  -0.26
H  1.24  3.03  -2.71
H  1.91  4.18  -1.55
H  -0.53  4.76  -0.87
H  0.72  4.58  0.40
H  -0.85  3.75  0.56
F  -1.03  1.24  -2.39
P  -2.78  1.18  -1.92
F  -3.11  2.22  -3.01
F  -2.85  -0.06  -2.91
F  -4.19  0.95  -1.34
F  -2.10  0.02  -0.74
F  -2.35  2.26  -0.84
C  1.04  -5.04  -2.44
C  0.50  -3.91  -1.58
S  0.11  -2.46  -2.57
O  -0.01  -1.27  -1.73
C  -1.35  -2.67  -3.59
C  -2.53  -3.11  -2.73
H  1.18  -5.90  -1.78
H  2.00  -4.80  -2.89
H  0.34  -5.35  -3.22
H  1.19  -3.52  -0.84
H  -0.47  -4.12  -1.11
H  -1.04  -3.39  -4.36
H  -1.47  -1.69  -4.06
H  -2.50  -4.17  -2.50
H  -3.42  -2.90  -3.33
H  -2.63  -2.52  -1.81
O  0.60  -0.40  1.04
C  0.05  0.49  1.78
O  -0.58  1.43  1.16
C  0.13  0.45  3.23
C  0.90  -0.54  3.84
C  0.99  -0.58  5.22
C  0.31  0.36  5.99
C  -0.44  1.33  5.35
C  -0.55  1.40  3.98
N  -1.15  2.33  6.16
O  -1.57  3.31  5.59
O  -1.18  2.15  7.36
H  1.42  -1.27  3.24
H  1.59  -1.35  5.71
H  0.36  0.35  7.07
H  -1.15  2.18  3.53

***

4.
Entry from the Open Molecules 2025 dataset: one molecule with the formula C15H24N4O4 in a non-equilibrium geometry (wB97M-V/def2-TZVPD).

Results
LUMO energy ... 0.25 eV
Relative energy (zero: lowest compared OMol25 entry of this formula, charge and spin) ... 0.062 eV
Frontier orbital gap ... 0.359 hartree

Geometry (Å):
N  -1.70  -3.96  -0.75
C  -1.76  -2.88  0.06
O  -2.78  -2.44  0.53
C  -0.42  -2.28  0.29
N  0.68  -2.76  -0.21
O  1.67  -1.94  0.23
C  1.08  -1.00  0.99
N  -0.21  -1.17  1.06
C  1.86  0.06  1.68
H  1.85  -0.23  2.75
C  3.33  0.11  1.26
C  3.61  0.72  -0.10
O  4.05  1.85  -0.27
N  3.36  -0.07  -1.15
H  3.07  -1.03  -1.15
O  3.64  0.43  -2.43
H  3.97  1.33  -2.24
H  3.86  0.73  1.98
H  3.75  -0.90  1.29
C  1.09  1.39  1.59
C  0.82  1.87  0.16
C  -0.45  2.72  0.09
H  -0.43  3.32  -0.83
H  -0.46  3.41  0.93
C  -1.74  1.88  0.10
C  -2.02  1.28  -1.28
C  -3.31  0.45  -1.26
C  -4.49  1.32  -0.83
C  -4.22  1.92  0.55
C  -2.93  2.74  0.53
H  -2.75  3.16  1.52
H  -3.04  3.57  -0.17
H  -5.06  2.55  0.85
H  -4.12  1.11  1.27
H  -5.40  0.72  -0.80
H  -4.64  2.12  -1.56
H  -3.49  0.03  -2.25
H  -3.20  -0.37  -0.55
H  -1.19  0.64  -1.59
H  -2.12  2.08  -2.01
H  -1.63  1.06  0.81
H  1.66  2.47  -0.19
H  0.72  1.02  -0.51
H  0.14  1.24  2.09
H  1.65  2.15  2.13
H  -0.83  -4.28  -1.12
H  -2.56  -4.44  -0.98

***

5.
Entry from the Open Molecules 2025 dataset: an isolated ion of composition C15H24NO and charge +1 (wB97M-V/def2-TZVPD).

Results
LUMO energy ... -2.12 eV
Relative energy (zero: lowest compared OMol25 entry of this formula, charge and spin) ... 0.000 eV
Frontier orbital gap ... 0.380 hartree
Charge ... +1

Geometry (Å):
C  1.03  2.98  -1.18
H  1.16  4.01  -0.86
H  0.06  2.65  -0.80
H  1.01  2.97  -2.26
C  2.17  2.13  -0.64
C  2.19  0.73  -1.23
N  0.93  -0.02  -0.96
H  0.16  0.67  -1.03
C  0.84  -0.52  0.43
H  1.36  0.19  1.07
H  1.32  -1.50  0.51
C  -0.63  -0.57  0.85
C  -0.86  -0.85  2.32
C  0.09  -0.65  3.31
C  -0.22  -0.89  4.64
C  -1.49  -1.32  5.00
C  -2.45  -1.51  4.02
C  -2.13  -1.28  2.69
H  -2.88  -1.45  1.93
H  -3.44  -1.85  4.28
H  -1.73  -1.50  6.03
H  0.53  -0.73  5.40
H  1.09  -0.31  3.07
O  -1.17  0.69  0.46
H  -1.91  0.91  1.03
H  -1.15  -1.36  0.28
C  0.66  -1.07  -1.98
C  0.17  -0.46  -3.27
C  -1.15  0.27  -3.25
C  -1.03  -1.05  -3.94
H  -1.05  -1.07  -5.02
H  -1.50  -1.91  -3.49
H  -1.25  1.16  -3.84
H  -1.70  0.30  -2.32
H  0.94  -0.07  -3.92
H  1.58  -1.64  -2.13
H  -0.10  -1.74  -1.58
H  3.02  0.14  -0.84
H  2.29  0.81  -2.31
H  2.12  2.10  0.45
H  3.12  2.60  -0.90

***

6.
Entry from the Open Molecules 2025 dataset: C15H24NO11P2RuS as an isolated structure (wB97M-V/def2-TZVPD).

Results
LUMO energy (alpha / beta) ... 0.08 / -0.59 eV
Relative energy (zero: lowest compared OMol25 entry of this formula, charge and spin) ... 0.000 eV
2S+1 ... 2
Frontier orbital gap (alpha / beta) ... 0.302 / 0.287 hartree
<S²> ... 0.75

Geometry (Å):
Ru  -0.02  -0.43  -0.86
O  0.78  -4.03  1.70
P  -0.18  -2.89  1.13
O  0.80  -1.95  0.41
O  -1.03  -2.27  2.18
O  -1.04  -3.65  0.03
P  -2.12  -2.85  -0.94
O  -3.04  -2.13  0.13
O  -2.83  -3.79  -1.80
O  -1.24  -1.81  -1.65
H  0.30  -4.62  2.30
H  -2.57  -1.92  0.96
C  -2.89  1.50  1.74
C  -2.12  1.22  0.48
O  -1.39  0.22  0.53
C  -2.26  2.08  -0.68
C  -3.15  3.16  -0.61
C  -3.33  4.03  -1.65
C  -2.60  3.83  -2.83
C  -1.71  2.79  -2.93
C  -1.50  1.89  -1.86
O  -0.62  0.94  -2.09
H  -2.65  0.73  2.47
H  -3.97  1.50  1.55
H  -2.61  2.48  2.13
H  -3.72  3.32  0.30
H  -4.03  4.85  -1.57
H  -2.73  4.50  -3.67
H  -1.13  2.63  -3.83
O  0.49  2.57  1.11
C  1.11  1.53  1.08
O  1.36  0.75  0.08
C  1.80  1.04  2.36
N  1.87  -0.47  2.32
C  3.31  -0.87  2.29
C  4.01  0.27  3.01
C  3.27  1.49  2.47
H  1.21  1.34  3.22
H  1.41  -0.86  1.46
H  1.39  -0.87  3.12
H  3.59  -0.92  1.24
H  3.43  -1.86  2.74
H  5.08  0.29  2.80
H  3.88  0.18  4.09
H  3.65  1.75  1.48
H  3.36  2.37  3.11
C  0.73  -0.87  -4.02
S  1.58  -1.11  -2.45
C  1.59  -2.91  -2.42
H  -0.25  -1.33  -3.96
H  1.33  -1.31  -4.82
H  0.63  0.20  -4.17
H  2.24  -3.27  -3.22
H  0.57  -3.27  -2.54
H  1.98  -3.21  -1.45

***

7.
Entry from the Open Molecules 2025 dataset: a 3-piece molecular cluster, C15H24NO9 overall in a non-equilibrium geometry (wB97M-V/def2-TZVPD).

Results
LUMO energy ... -5.46 eV
Frontier orbital gap ... 0.254 hartree
Charge ... +1

Geometry (Å):
O  -6.14  1.98  -4.35
C  -5.66  2.61  -5.46
O  -6.69  3.22  -6.34
C  -4.04  2.62  -5.82
C  -3.06  2.51  -4.51
C  -1.65  1.64  -4.71
C  -0.65  1.51  -3.39
N  -0.95  2.14  -2.02
C  -2.21  2.97  -1.83
C  -3.30  3.18  -3.04
O  -4.50  3.99  -2.77
H  -6.42  4.12  -6.65
H  -3.86  1.62  -6.46
H  -3.74  3.51  -6.55
H  -1.32  1.13  -5.71
H  0.36  0.89  -3.53
H  -0.32  2.03  -1.19
H  -2.40  3.46  -0.78
H  -4.36  4.95  -3.02
C  -4.01  -1.80  0.66
C  -2.81  -1.71  -0.26
O  -1.70  -1.09  0.41
C  -1.02  -1.88  1.27
O  -1.26  -3.05  1.52
O  -0.04  -1.13  1.84
C  0.71  -1.82  2.84
H  -4.26  -0.81  1.07
H  -4.88  -2.19  0.13
H  -3.82  -2.45  1.52
H  -3.06  -1.09  -1.12
H  -2.53  -2.70  -0.65
H  1.10  -2.78  2.47
H  0.08  -1.98  3.72
H  1.55  -1.19  3.13
C  6.27  -1.77  1.68
C  6.12  -2.84  2.75
O  6.52  -2.34  4.03
C  5.62  -1.55  4.66
O  4.51  -1.24  4.24
O  6.17  -1.14  5.83
C  5.36  -0.22  6.56
H  7.28  -1.36  1.68
H  6.05  -2.18  0.69
H  5.59  -0.93  1.86
H  6.78  -3.68  2.51
H  5.10  -3.23  2.79
H  4.35  -0.61  6.71
H  5.32  0.74  6.03
H  5.81  -0.06  7.54

***

8.
Entry from the Open Molecules 2025 dataset: C15H25AlF2I2O3PSi as an isolated structure in a non-equilibrium geometry (wB97M-V/def2-TZVPD).

Results
LUMO energy ... 1.87 eV
Frontier orbital gap ... 0.272 hartree
Charge ... -1

Geometry (Å):
C  5.38  -2.94  1.04
C  4.84  -1.61  0.18
I  6.37  -0.06  0.42
C  3.37  -1.25  0.80
I  1.70  -2.29  -0.25
Al  2.96  0.75  1.02
C  2.52  1.75  -0.71
P  3.55  1.24  -2.24
O  5.04  1.85  -2.19
O  2.79  2.06  -3.62
O  3.50  -0.46  -2.62
C  1.35  0.86  2.35
F  1.72  1.80  3.47
F  1.09  -0.50  2.91
C  -0.01  1.47  1.65
C  -1.14  0.31  1.28
Si  -2.54  0.98  0.08
C  -1.80  1.36  -1.66
C  -3.33  2.51  0.97
C  -3.93  -0.38  -0.21
C  -5.52  -0.08  0.15
C  -6.70  -1.20  -0.03
C  -6.34  -2.71  -0.59
C  -4.77  -3.01  -0.99
C  -3.58  -1.88  -0.81
H  5.92  -3.65  0.26
H  4.49  -3.53  1.51
H  6.14  -2.51  1.83
H  4.81  -1.98  -0.95
H  3.35  -1.72  1.90
H  4.14  1.58  1.74
H  1.39  1.70  -1.01
H  2.76  2.90  -0.51
H  2.10  2.68  -3.23
H  4.10  -0.70  -3.39
H  0.19  2.20  0.75
H  -0.53  2.14  2.49
H  -0.67  -0.63  0.76
H  -1.64  -0.06  2.29
H  -0.73  1.81  -1.49
H  -1.72  0.34  -2.26
H  -2.45  2.17  -2.20
H  -3.90  2.14  1.95
H  -2.47  3.23  1.32
H  -4.09  3.06  0.27
H  -5.77  1.00  0.56
H  -7.83  -0.99  0.22
H  -7.15  -3.56  -0.70
H  -4.48  -4.09  -1.40
H  -2.46  -2.11  -1.10

***

9.
Entry from the Open Molecules 2025 dataset: an isolated ion of composition C15H25ClN5 and charge +1 in a non-equilibrium geometry (wB97M-V/def2-TZVPD).

Results
LUMO energy ... -3.50 eV
Frontier orbital gap ... 0.299 hartree
Charge ... +1

Geometry (Å):
C  5.15  -3.03  -0.03
C  4.48  -2.32  0.65
C  3.62  -1.56  1.57
N  2.53  -0.87  0.83
N  1.28  -1.49  0.85
C  2.83  0.26  0.20
N  4.05  0.82  0.27
C  3.99  1.94  -0.43
N  2.77  2.08  -0.93
Cl  2.31  3.38  -1.92
N  2.00  1.02  -0.57
C  0.61  0.94  -1.04
C  -0.30  2.02  -0.39
C  -1.43  1.44  0.51
C  -1.43  2.27  1.83
C  -2.80  1.63  -0.15
C  -3.20  0.65  -1.29
C  -2.39  -0.62  -1.43
C  -2.48  -1.64  -0.57
C  -1.48  -2.78  -0.63
C  -3.56  -1.80  0.46
H  5.62  -3.78  -0.63
H  4.19  -0.83  2.14
H  3.13  -2.24  2.25
H  0.56  -0.86  1.18
H  1.06  -1.89  -0.05
H  4.80  2.63  -0.58
H  0.64  1.12  -2.11
H  0.20  -0.06  -0.92
H  0.31  2.72  0.16
H  -0.76  2.59  -1.20
H  -1.22  0.41  0.80
H  -2.38  2.14  2.35
H  -0.61  1.98  2.49
H  -1.36  3.33  1.57
H  -2.79  2.63  -0.58
H  -3.57  1.66  0.63
H  -4.24  0.35  -1.12
H  -3.22  1.19  -2.24
H  -1.74  -0.72  -2.29
H  -0.92  -2.77  0.31
H  -2.00  -3.73  -0.73
H  -0.80  -2.61  -1.47
H  -3.13  -2.17  1.40
H  -4.27  -2.56  0.15
H  -4.09  -0.88  0.70